# 1
Entry from OMol25: a cluster of 8 separate species, C47H91BrFN4O9 in total at a distorted geometry (wB97M-V/def2-TZVPD).

Summary:
HOMO energy (Eh): -0.379
LUMO (eV): -2.861
Multiplicity: 1
Charge: +1
Frontier orbital gap (hartree): 0.2735
Relative energy (zero: lowest compared OMol25 entry of this formula, charge and spin) (kJ/mol): 0.00
E_tot (hartree): -5415.19430
Maximum force (eV/Å): 3.456

Last column: Mulliken charge in e.
Cartesian coordinates (Å):
C1 -4.117 -0.493 -0.250  -0.66
C2 -3.366 -0.980 0.783  -0.61
C3 -1.899 -1.190 0.785  0.37
O1 -1.162 -0.848 1.720  -0.58
O2 -1.334 -1.781 -0.293  0.43
C4 -2.046 -2.822 -1.017  -0.76
C5 -1.004 -3.874 -1.400  0.00
C6 -0.805 -4.138 -2.889  -1.52
C7 -0.372 -2.908 -3.698  1.78
C8 1.140 -2.819 -3.803  -1.05
C9 1.717 -1.694 -4.662  -1.29
C10 1.445 -0.251 -4.204  -0.48
N1 0.863 -0.048 -2.853  2.35
C11 -0.107 1.088 -2.861  -0.62
C12 -1.560 0.692 -3.027  0.13
C13 -1.994 0.348 -4.453  -0.46
C14 -3.448 -0.193 -4.513  -0.02
C15 -3.513 -1.639 -5.006  -0.30
C16 -4.817 -1.989 -5.734  -0.65
C17 -4.678 -3.375 -6.387  -0.23
C18 -5.995 -4.145 -6.540  -1.27
C19 2.004 0.464 -2.195  -3.54
N2 2.472 0.085 -1.061  1.10
C20 1.929 -0.953 -0.188  0.08
C21 2.884 -2.147 -0.237  0.30
C22 2.271 -3.438 0.272  -1.08
Br1 4.531 -1.671 0.704  -0.19
N3 2.638 1.394 -2.975  0.33
C23 2.656 0.787 -4.320  0.81
N4 3.931 0.086 -4.349  -0.49
C24 2.533 1.787 -5.498  -0.24
F1 3.376 1.377 -6.527  -0.45
C25 2.844 3.238 -5.175  -0.96
C26 4.261 3.511 -4.670  -1.11
H1 -3.894 0.473 -0.685  0.32
H2 -4.986 -1.047 -0.592  0.31
H3 -3.886 -1.216 1.709  0.42
H4 -2.477 -2.377 -1.912  0.03
H5 -2.826 -3.253 -0.401  0.77
H6 -1.344 -4.808 -0.950  0.54
H7 -0.075 -3.620 -0.899  -0.59
H8 -1.702 -4.605 -3.292  0.28
H9 -0.016 -4.889 -2.964  0.60
H10 -0.772 -2.012 -3.224  -1.10
H11 -0.826 -2.957 -4.687  0.28
H12 1.572 -2.819 -2.798  -0.32
H13 1.474 -3.747 -4.271  0.56
H14 1.321 -1.792 -5.673  0.08
H15 2.780 -1.900 -4.749  0.79
H16 0.677 0.099 -4.886  0.93
H17 0.132 1.827 -3.631  0.11
H18 -0.005 1.590 -1.898  0.06
H19 -2.139 1.571 -2.733  0.80
H20 -1.859 -0.106 -2.355  -0.97
H21 -1.353 -0.455 -4.816  -0.01
H22 -1.883 1.205 -5.117  0.54
H23 -4.083 0.461 -5.105  0.09
H24 -3.797 -0.196 -3.477  0.15
H25 -3.417 -2.346 -4.177  -0.18
H26 -2.705 -1.876 -5.701  0.28
H27 -5.667 -1.967 -5.059  0.30
H28 -4.905 -1.263 -6.543  0.33
H29 -4.129 -3.308 -7.323  0.38
H30 -4.048 -3.961 -5.710  0.09
H31 -5.804 -5.207 -6.389  0.37
H32 -6.724 -3.854 -5.790  0.33
H33 -6.408 -4.059 -7.542  0.29
H34 3.312 0.562 -0.757  0.57
H35 1.966 -0.555 0.824  0.73
H36 0.905 -1.216 -0.434  -0.84
H37 3.191 -2.249 -1.275  0.25
H38 1.488 -3.251 1.002  0.24
H39 1.833 -3.962 -0.576  0.31
H40 3.044 -4.084 0.671  0.50
H41 2.403 2.367 -2.842  0.50
H42 3.972 -0.575 -5.110  0.24
H43 4.690 0.745 -4.448  0.42
H44 1.529 1.751 -5.926  0.38
H45 2.584 3.857 -6.030  0.61
H46 2.141 3.542 -4.391  0.29
H47 4.515 2.883 -3.822  0.25
H48 4.328 4.553 -4.368  0.43
H49 4.972 3.353 -5.476  0.33
C27 1.233 0.780 6.205  -1.13
C28 0.059 1.449 5.535  0.89
O3 -0.233 2.601 5.758  -0.61
C29 -0.737 0.608 4.566  -0.81
H50 1.722 1.483 6.874  0.26
H51 0.895 -0.077 6.789  0.26
H52 1.949 0.445 5.452  0.42
H53 -1.155 -0.262 5.075  0.38
H54 -0.097 0.269 3.752  0.03
H55 -1.549 1.201 4.151  0.33
C30 7.694 0.159 -1.688  -1.09
C31 7.174 -0.596 -2.887  0.96
O4 6.754 -0.022 -3.864  -0.57
C32 7.202 -2.101 -2.807  -1.10
H56 7.619 1.228 -1.872  0.30
H57 7.107 -0.096 -0.804  0.19
H58 8.738 -0.098 -1.506  0.40
H59 6.595 -2.441 -1.965  0.21
H60 8.226 -2.451 -2.671  0.41
H61 6.803 -2.521 -3.727  0.30
C33 3.287 4.756 0.296  -1.32
C34 2.244 3.688 0.127  0.71
O5 2.002 3.204 -0.962  -0.46
C35 1.507 3.240 1.362  -1.00
H62 3.738 4.984 -0.667  0.31
H63 2.831 5.661 0.700  0.38
H64 4.063 4.414 0.982  0.36
H65 0.980 4.084 1.809  0.46
H66 2.212 2.838 2.092  0.35
H67 0.783 2.470 1.102  0.09
C36 0.049 -1.083 11.346  -1.26
C37 0.198 -0.525 9.952  0.79
O6 1.288 -0.409 9.436  -0.49
C38 -1.076 -0.124 9.253  -0.64
H68 1.030 -1.333 11.744  0.33
H69 -0.423 -0.344 11.995  0.34
H70 -0.569 -1.981 11.325  0.34
H71 -1.590 0.647 9.826  0.37
H72 -1.735 -0.984 9.154  0.31
H73 -0.843 0.266 8.265  -0.12
C39 4.123 0.643 9.787  -0.83
C40 5.224 1.666 9.910  0.74
O7 6.160 1.515 10.658  -0.56
C41 5.101 2.901 9.046  -1.07
H74 4.327 -0.190 10.455  0.31
H75 3.166 1.084 10.058  0.21
H76 4.065 0.270 8.764  0.28
H77 4.180 3.436 9.286  0.31
H78 5.083 2.620 7.991  0.29
H79 5.950 3.556 9.226  0.33
C42 -7.097 3.129 -6.871  -1.19
C43 -5.984 2.876 -5.888  0.76
O8 -5.507 1.773 -5.741  -0.49
C44 -5.490 4.060 -5.094  -1.00
H80 -7.357 2.201 -7.373  0.30
H81 -7.976 3.512 -6.350  0.34
H82 -6.779 3.861 -7.615  0.34
H83 -6.305 4.479 -4.502  0.34
H84 -5.109 4.829 -5.767  0.34
H85 -4.692 3.743 -4.426  0.17
C45 -6.151 -1.289 9.080  -1.14
C46 -5.045 -0.266 9.176  0.84
O9 -4.084 -0.437 9.888  -0.52
C47 -5.197 0.983 8.341  -1.09
H86 -5.921 -2.133 9.726  0.30
H87 -7.097 -0.848 9.394  0.34
H88 -6.247 -1.642 8.052  0.33
H89 -6.105 1.515 8.625  0.36
H90 -5.254 0.721 7.283  0.31
H91 -4.340 1.633 8.500  0.27

---

# 2
Entry from OMol25: a cluster of 6 separate species, C47H91N2O20P2 in total at a distorted geometry (wB97M-V/def2-TZVPD).

Summary:
HOMO energy (Eh): -0.404
LUMO (eV): -1.784
Multiplicity: 1
Charge: +1
Frontier orbital gap (hartree): 0.3384
E_tot (hartree): -4142.31522
Maximum force (eV/Å): 1.432

Last column: Mulliken charge in e.
Cartesian coordinates (Å):
C1 -1.607 -0.486 -4.426  -1.18
C2 -0.644 0.578 -3.894  0.19
O1 -1.070 1.147 -2.667  -0.35
C3 -0.831 0.339 -1.534  0.46
C4 0.643 0.344 -1.054  -0.69
C5 1.379 -0.980 -1.300  -1.35
O2 1.354 -1.891 -0.213  -0.27
C6 0.427 -2.905 -0.134  1.01
C7 0.492 -3.669 1.058  -0.43
C8 -0.419 -4.725 1.281  -0.96
C9 -1.398 -5.038 0.313  -1.12
C10 -1.426 -4.301 -0.890  -1.08
C11 -0.516 -3.243 -1.124  -0.34
C12 0.911 0.851 0.377  0.46
C13 1.099 2.379 0.500  -1.56
C14 2.184 2.773 1.521  -1.56
C15 1.767 2.696 2.991  0.20
C16 0.599 3.607 3.356  -0.23
C17 0.418 3.713 4.862  -0.49
O3 -0.901 4.102 5.199  -0.49
C18 -1.765 3.041 5.494  -0.17
N1 -0.118 0.377 1.385  1.18
P1 0.471 -0.981 2.530  1.08
C19 -0.052 -0.247 4.122  -1.37
C20 2.265 -0.736 2.659  -1.69
C21 -1.438 -0.098 0.799  0.79
C22 -2.535 -0.188 1.879  -1.37
C23 -2.908 -1.641 2.241  0.20
C24 -4.261 -2.056 1.644  -0.69
C25 -5.413 -1.503 2.475  -0.50
C26 -6.852 -1.694 1.917  -0.80
N2 -6.981 -2.659 0.802  -0.50
C27 -1.867 0.657 -0.461  -1.05
P2 -2.495 2.427 -0.363  -0.56
O4 -1.981 2.596 1.193  -0.39
O5 -1.183 3.172 -0.972  -0.54
H1 -2.163 -0.126 -5.283  0.36
H2 -2.322 -0.763 -3.652  0.27
H3 -1.088 -1.400 -4.709  0.30
H4 -0.601 1.412 -4.591  0.25
H5 0.374 0.191 -3.831  0.19
H6 -1.052 -0.692 -1.809  -0.18
H7 1.161 1.067 -1.683  1.03
H8 1.051 -1.449 -2.225  0.55
H9 2.434 -0.744 -1.442  0.48
H10 1.238 -3.435 1.802  0.88
H11 -0.362 -5.283 2.204  0.52
H12 -2.104 -5.832 0.478  0.59
H13 -2.145 -4.542 -1.655  0.65
H14 -0.569 -2.723 -2.065  0.52
H15 1.881 0.451 0.654  0.45
H16 0.188 2.863 0.809  0.30
H17 1.386 2.765 -0.469  0.71
H18 2.454 3.811 1.334  0.56
H19 3.070 2.156 1.364  0.44
H20 1.539 1.679 3.306  -0.66
H21 2.627 2.994 3.595  0.68
H22 -0.338 3.212 2.962  -0.24
H23 0.733 4.588 2.905  0.56
H24 0.673 2.759 5.335  0.01
H25 1.080 4.469 5.282  0.49
H26 -1.331 2.347 6.217  0.08
H27 -2.073 2.488 4.598  -0.04
H28 -2.666 3.450 5.943  0.35
H29 -0.328 1.190 1.968  -0.58
H30 -0.238 0.825 4.052  0.05
H31 0.773 -0.376 4.820  0.73
H32 -0.941 -0.754 4.475  0.48
H33 2.753 -0.832 1.695  0.33
H34 2.576 -1.600 3.248  0.65
H35 2.615 0.162 3.160  0.46
H36 -1.246 -1.122 0.477  0.17
H37 -3.425 0.297 1.479  1.01
H38 -2.266 0.398 2.755  -0.54
H39 -2.141 -2.321 1.873  -0.83
H40 -2.965 -1.751 3.324  0.75
H41 -4.333 -3.133 1.554  0.58
H42 -4.319 -1.649 0.629  0.03
H43 -5.255 -0.432 2.623  0.16
H44 -5.357 -1.943 3.472  0.29
H45 -7.495 -2.045 2.719  0.35
H46 -7.248 -0.722 1.622  0.32
H47 -7.921 -3.036 0.826  0.25
H48 -6.938 -2.150 -0.071  0.20
H49 -2.774 0.133 -0.769  1.32
H50 -2.648 3.086 1.685  0.37
H51 -1.401 3.496 -1.853  0.37
C28 0.272 4.687 -5.074  -1.14
C29 1.537 4.425 -5.863  -0.19
O6 1.254 4.086 -7.226  -0.37
C30 0.926 5.112 -8.016  0.78
O7 0.870 6.267 -7.688  -0.56
O8 0.679 4.632 -9.230  -0.35
C31 0.275 5.617 -10.189  -0.63
H52 -0.407 3.835 -5.157  0.27
H53 0.512 4.848 -4.022  0.31
H54 -0.246 5.569 -5.445  0.42
H55 2.063 3.559 -5.463  0.36
H56 2.213 5.279 -5.814  0.28
H57 0.996 6.429 -10.235  0.30
H58 -0.707 6.012 -9.934  0.29
H59 0.232 5.099 -11.141  0.22
C32 4.841 8.276 -6.481  -1.13
C33 5.546 7.116 -5.813  -0.06
O9 6.150 7.500 -4.567  -0.35
C34 5.314 7.642 -3.545  0.79
O10 4.124 7.454 -3.563  -0.57
O11 6.020 8.025 -2.482  -0.34
C35 5.243 8.279 -1.310  -0.59
H60 5.528 9.113 -6.609  0.34
H61 4.471 7.973 -7.460  0.35
H62 3.996 8.618 -5.887  0.30
H63 6.370 6.770 -6.432  0.30
H64 4.870 6.276 -5.650  0.18
H65 4.619 7.422 -1.067  0.25
H66 4.618 9.158 -1.452  0.29
H67 5.960 8.458 -0.515  0.22
C36 4.337 -0.426 9.950  -1.11
C37 3.226 -0.990 9.093  -0.16
O12 1.969 -0.333 9.339  -0.38
C38 1.823 0.858 8.773  0.80
O13 2.602 1.398 8.029  -0.58
O14 0.633 1.344 9.128  -0.35
C39 0.373 2.666 8.654  -0.13
H68 4.062 -0.468 11.003  0.30
H69 5.248 -1.006 9.804  0.37
H70 4.544 0.611 9.689  0.31
H71 3.037 -2.032 9.341  0.32
H72 3.464 -0.926 8.032  0.26
H73 0.542 2.730 7.582  -0.17
H74 1.001 3.391 9.168  0.35
H75 -0.670 2.870 8.879  0.23
C40 2.031 -6.219 -1.713  -1.02
C41 2.862 -5.608 -0.605  0.23
O15 3.975 -6.443 -0.249  -0.42
C42 5.010 -6.392 -1.087  0.71
O16 5.103 -5.681 -2.053  -0.56
O17 5.939 -7.238 -0.651  -0.36
C43 7.108 -7.318 -1.474  -0.64
H76 1.710 -7.223 -1.433  0.31
H77 1.147 -5.607 -1.894  0.15
H78 2.604 -6.287 -2.636  0.39
H79 2.275 -5.530 0.304  0.17
H80 3.222 -4.614 -0.872  0.28
H81 7.533 -6.331 -1.637  0.30
H82 6.865 -7.776 -2.431  0.30
H83 7.808 -7.943 -0.930  0.22
C44 -6.498 -9.207 -1.719  -1.07
C45 -6.265 -8.631 -3.098  -0.17
O18 -6.987 -7.400 -3.296  -0.37
C46 -6.452 -6.324 -2.741  0.75
O19 -5.410 -6.271 -2.138  -0.55
O20 -7.245 -5.284 -2.997  -0.36
C47 -6.827 -4.051 -2.404  -0.62
H84 -7.565 -9.334 -1.536  0.30
H85 -6.013 -10.180 -1.639  0.36
H86 -6.091 -8.555 -0.948  0.29
H87 -6.653 -9.296 -3.866  0.29
H88 -5.207 -8.462 -3.293  0.30
H89 -5.792 -3.833 -2.656  0.27
H90 -6.945 -4.088 -1.324  0.29
H91 -7.474 -3.286 -2.826  0.29